A single C5H9NO molecule. Source: OMol25; level of theory: ωB97M-V with the def2-TZVPD basis set.

XYZ file:
```
16
Properties=species:S:1:pos:R:3:nbo_charge:R:1
O -0.250 0.517 1.564 -0.623
N -1.299 -0.929 0.191 -0.614
C -2.103 -1.545 1.219 -0.424
C 0.278 0.596 -0.799 -0.538
C 2.706 1.109 -0.986 -0.396
C -0.428 0.075 0.452 0.684
C 1.525 1.344 -0.450 -0.157
H 0.500 -0.230 -1.477 0.214
H -1.930 -2.622 1.250 0.195
H 3.580 1.669 -0.703 0.201
H -1.431 -1.245 -0.756 0.389
H 1.397 2.101 0.311 0.216
H -3.165 -1.358 1.048 0.192
H -1.808 -1.104 2.168 0.242
H 2.851 0.348 -1.736 0.184
H -0.424 1.274 -1.297 0.235
```

Computed properties:
* SMILES string: C=CCC(=O)NC
* net charge: 0
* energy: -325.9035 a.u.
* highest occupied orbital energy: -9.57 eV
* relative energy (zero: lowest compared OMol25 entry of this formula, charge and spin): 21.4 kcal/mol

---

A single C5H9NO molecule in a non-equilibrium geometry. Source: OMol25; level of theory: ωB97M-V with the def2-TZVPD basis set.

XYZ file:
```
16
Properties=species:S:1:pos:R:3:nbo_charge:R:1
O -0.566 -1.552 1.065 -0.714
N 0.146 2.933 -0.072 -0.330
C -0.703 -0.268 0.483 0.118
C 0.673 0.426 0.491 -0.344
C -1.425 -0.337 -0.845 -0.641
C 0.435 1.841 0.180 0.290
C 1.729 -0.201 -0.422 -0.601
H -1.659 0.679 -1.174 0.227
H 1.457 -0.101 -1.476 0.216
H -1.340 0.318 1.166 0.164
H -1.098 -1.394 1.847 0.474
H -2.361 -0.885 -0.699 0.224
H 1.839 -1.262 -0.181 0.231
H 2.695 0.293 -0.272 0.224
H 1.029 0.363 1.527 0.248
H -0.851 -0.855 -1.619 0.214
```

Computed properties:
* SMILES string: C[C@@H](O)[C@@H](C)C#N
* net charge: 0
* energy: -325.8957 a.u.
* highest occupied orbital energy: -10.81 eV
* relative energy (zero: lowest compared OMol25 entry of this formula, charge and spin): 26.3 kcal/mol

---

A single C5H9NO molecule in a non-equilibrium geometry. Source: OMol25; level of theory: ωB97M-V with the def2-TZVPD basis set.

XYZ file:
```
16
Properties=species:S:1:pos:R:3:nbo_charge:R:1
O 1.812 -1.053 0.294 -0.717
N -1.181 2.611 0.737 -0.327
C -0.293 0.102 -1.457 -0.597
C -1.092 -0.854 0.740 -0.595
C 1.208 0.190 0.587 -0.044
C -0.253 0.242 0.069 -0.185
C -0.785 1.565 0.442 0.293
H 1.202 0.306 1.678 0.186
H -0.656 -1.831 0.513 0.231
H 0.270 -0.792 -1.748 0.220
H -1.322 -0.012 -1.810 0.224
H 1.769 1.032 0.157 0.178
H 0.146 0.979 -1.946 0.219
H -1.116 -0.724 1.826 0.220
H -2.122 -0.827 0.371 0.218
H 2.412 -0.934 -0.452 0.476
```

Computed properties:
* SMILES string: CC(C)(C#N)CO
* net charge: 0
* energy: -325.8998 a.u.
* highest occupied orbital energy: -10.82 eV
* relative energy (zero: lowest compared OMol25 entry of this formula, charge and spin): 23.7 kcal/mol

---

C5H9NO as an isolated structure in a non-equilibrium geometry. Source: OMol25; level of theory: ωB97M-V with the def2-TZVPD basis set.

XYZ file:
```
16
Properties=species:S:1:pos:R:3:nbo_charge:R:1
O -2.033 -1.068 -0.600 -0.589
N -1.140 1.529 -1.072 -0.797
C -1.114 -0.924 0.155 0.398
C 0.570 0.102 0.014 0.000
C 1.356 -0.033 1.292 -0.635
C 0.803 -0.844 -0.983 -0.546
C -0.514 1.018 0.050 -0.062
H 1.598 -1.563 -0.854 0.214
H 2.392 0.260 1.111 0.243
H 0.971 0.595 2.096 0.217
H -2.137 1.670 -0.967 0.383
H -0.977 1.007 -1.922 0.380
H -0.842 -1.483 1.051 0.161
H 0.373 -0.769 -1.970 0.209
H 1.364 -1.071 1.635 0.219
H -0.669 1.574 0.966 0.206
```

Computed properties:
* net charge: 0
* energy: -325.7919 a.u.
* highest occupied orbital energy: -7.17 eV
* relative energy (zero: lowest compared OMol25 entry of this formula, charge and spin): 91.4 kcal/mol

---

A 3-piece molecular cluster, C5H9NO overall in a non-equilibrium geometry. Source: OMol25; level of theory: ωB97M-V with the def2-TZVPD basis set.

XYZ file:
```
16
Properties=species:S:1:pos:R:3:nbo_charge:R:1
O -1.316 -0.081 1.790 -0.513
N 2.227 -2.021 -0.031 -0.315
C -1.024 -1.207 1.470 0.277
C 0.174 0.213 -1.690 -0.303
C 0.980 0.189 -0.626 -0.132
C 1.191 1.340 0.321 -0.628
C 1.685 -1.037 -0.318 0.258
H -0.391 1.109 -1.932 0.210
H -0.187 -1.754 1.944 0.127
H 0.057 -0.648 -2.340 0.214
H -2.632 0.395 -0.137 0.018
H 0.515 2.161 0.074 0.226
H 0.990 1.033 1.351 0.240
H -2.917 0.355 -0.824 -0.024
H 2.223 1.703 0.271 0.228
H -1.575 -1.751 0.677 0.116
```

Computed properties:
* SMILES string: C=C(C)C#N.[H][H].C=O
* net charge: 0
* energy: -325.8162 a.u.
* highest occupied orbital energy: -10.31 eV
* relative energy (zero: lowest compared OMol25 entry of this formula, charge and spin): 76.2 kcal/mol

---

A single C5H9NO molecule in a non-equilibrium geometry. Source: OMol25; level of theory: ωB97M-V with the def2-TZVPD basis set.

XYZ file:
```
16
Properties=species:S:1:pos:R:3:nbo_charge:R:1
O -0.683 -0.676 1.669 -0.725
N 1.713 -0.635 -2.411 -0.330
C 0.916 1.007 0.910 -0.646
C -1.381 0.229 -1.028 -0.601
C -0.223 -0.697 -0.634 -0.342
C 0.850 -0.669 -1.639 0.292
C 0.371 -0.407 0.760 0.119
H -0.311 -0.754 2.556 0.476
H -2.132 0.220 -0.234 0.234
H 1.194 -1.124 0.911 0.171
H -0.601 -1.725 -0.586 0.254
H 1.703 1.198 0.172 0.229
H 1.350 1.146 1.906 0.214
H 0.122 1.749 0.785 0.216
H -1.043 1.257 -1.183 0.215
H -1.844 -0.120 -1.955 0.223
```

Computed properties:
* SMILES string: C[C@@H](O)[C@@H](C)C#N
* net charge: 0
* energy: -325.9034 a.u.
* highest occupied orbital energy: -10.90 eV
* relative energy (zero: lowest compared OMol25 entry of this formula, charge and spin): 21.4 kcal/mol

---

A single C5H9NO molecule in a non-equilibrium geometry. Source: OMol25; level of theory: ωB97M-V with the def2-TZVPD basis set.

XYZ file:
```
16
Properties=species:S:1:pos:R:3:nbo_charge:R:1
O 0.388 1.518 -0.760 -0.382
N -0.011 1.281 0.621 -0.160
C -0.148 -0.897 -0.557 -0.466
C 2.347 -0.031 0.225 -0.650
C 0.673 0.330 -0.230 0.404
C -1.561 -0.364 -0.486 -0.429
C -1.421 0.707 0.683 -0.281
H 0.083 -1.585 0.339 0.219
H 2.340 0.542 1.153 0.227
H -2.298 -1.184 -0.254 0.219
H 3.156 0.205 -0.485 0.224
H -1.687 0.291 1.689 0.212
H -1.976 0.184 -1.378 0.220
H 0.093 -1.239 -1.544 0.234
H 2.326 -1.107 0.492 0.200
H -2.304 1.349 0.493 0.210
```

Computed properties:
* SMILES string: C[C@@]12CCCN1O2
* net charge: 0
* energy: -325.7816 a.u.
* highest occupied orbital energy: -9.71 eV
* relative energy (zero: lowest compared OMol25 entry of this formula, charge and spin): 97.9 kcal/mol

---

C5H9NO as an isolated structure in a non-equilibrium geometry. Source: OMol25; level of theory: ωB97M-V with the def2-TZVPD basis set.

XYZ file:
```
16
Properties=species:S:1:pos:R:3:nbo_charge:R:1
O 2.610 -1.239 0.480 -0.566
N 1.549 -0.879 -0.383 -0.337
C 0.595 1.498 0.359 -0.414
C -1.688 -1.121 0.144 -0.638
C 0.650 0.032 0.099 0.157
C -0.650 -0.119 -0.237 -0.098
C -0.780 1.364 -0.418 -0.384
H -1.254 -2.043 0.550 0.219
H -0.639 1.701 -1.457 0.205
H -2.256 -0.646 0.963 0.216
H 0.376 1.733 1.409 0.215
H -1.671 1.820 0.007 0.183
H 0.805 -1.541 -0.744 0.361
H 3.363 -1.324 -0.124 0.470
H -2.402 -1.384 -0.640 0.213
H 1.391 2.148 -0.009 0.199
```

Computed properties:
* net charge: 0
* energy: -325.7529 a.u.
* highest occupied orbital energy: -7.59 eV
* relative energy (zero: lowest compared OMol25 entry of this formula, charge and spin): 115.8 kcal/mol

---

A single C5H9NO molecule in a non-equilibrium geometry. Source: OMol25; level of theory: ωB97M-V with the def2-TZVPD basis set.

XYZ file:
```
16
Properties=species:S:1:pos:R:3:nbo_charge:R:1
O 1.595 -1.148 0.626 -0.725
N -1.240 2.518 0.970 -0.330
C -0.430 0.265 -1.511 -0.591
C -0.815 1.528 0.548 0.294
C -0.263 0.264 0.019 -0.179
C 1.234 0.204 0.427 -0.042
C -1.032 -0.915 0.637 -0.590
H -1.490 0.263 -1.785 0.221
H 1.396 0.794 1.342 0.178
H -0.914 -0.938 1.723 0.224
H 0.038 -0.631 -1.933 0.219
H 1.832 0.658 -0.375 0.172
H -2.096 -0.848 0.394 0.217
H -0.628 -1.844 0.232 0.233
H 2.543 -1.243 0.501 0.480
H 0.032 1.150 -1.963 0.218
```

Computed properties:
* SMILES string: CC(C)(C#N)CO
* net charge: 0
* energy: -325.8955 a.u.
* highest occupied orbital energy: -10.90 eV
* relative energy (zero: lowest compared OMol25 entry of this formula, charge and spin): 26.4 kcal/mol

---

A single C5H9NO molecule in a non-equilibrium geometry. Source: OMol25; level of theory: ωB97M-V with the def2-TZVPD basis set.

XYZ file:
```
16
Properties=species:S:1:pos:R:3:nbo_charge:R:1
O 0.878 -1.877 -0.050 -0.610
N 0.904 0.415 0.368 -0.437
C -0.381 1.114 0.404 -0.193
C 0.420 -0.756 -0.105 0.675
C 2.286 0.786 0.498 -0.414
C -2.067 -1.242 -0.445 -0.620
C -0.932 -0.136 -0.501 -0.298
H -1.958 -1.943 -1.312 0.232
H 2.584 0.912 1.545 0.197
H -0.915 0.260 -1.529 0.223
H -0.181 2.181 0.108 0.193
H -3.077 -0.834 -0.534 0.211
H 2.486 1.710 -0.067 0.195
H 2.853 -0.039 0.042 0.233
H -0.812 1.175 1.420 0.188
H -2.014 -1.908 0.436 0.223
```

Computed properties:
* SMILES string: C[C@H]1CN(C)C1=O
* net charge: 0
* energy: -325.8677 a.u.
* highest occupied orbital energy: -9.16 eV
* relative energy (zero: lowest compared OMol25 entry of this formula, charge and spin): 43.8 kcal/mol

---

A single C5H9NO molecule in a non-equilibrium geometry. Source: OMol25; level of theory: ωB97M-V with the def2-TZVPD basis set.

XYZ file:
```
16
Properties=species:S:1:pos:R:3:nbo_charge:R:1
O 0.050 0.291 1.435 -0.696
N 1.462 1.367 -0.407 -0.434
C -1.409 -1.107 -0.878 -0.174
C -2.193 -1.334 0.156 -0.415
C 0.099 -0.449 -0.893 -0.465
C 0.030 0.634 0.105 0.237
C 2.318 1.658 0.457 -0.094
H -2.035 -0.906 1.135 0.206
H -1.659 -1.526 -1.848 0.190
H -0.756 1.372 -0.064 0.195
H 0.829 -1.218 -0.643 0.219
H -3.066 -1.967 0.081 0.200
H 2.180 1.518 1.542 0.144
H 0.683 -0.426 1.571 0.473
H 0.233 -0.075 -1.905 0.243
H 3.234 2.167 0.158 0.171
```

Computed properties:
* SMILES string: C=CC[C@@H](O)N=C
* net charge: 0
* energy: -325.8185 a.u.
* highest occupied orbital energy: -9.09 eV
* relative energy (zero: lowest compared OMol25 entry of this formula, charge and spin): 74.7 kcal/mol

---

A single C5H9NO molecule. Source: OMol25; level of theory: ωB97M-V with the def2-TZVPD basis set.

XYZ file:
```
16
Properties=species:S:1:pos:R:3:nbo_charge:R:1
O -0.812 -0.933 0.893 -0.516
N -2.002 -1.473 -1.004 -0.691
C 0.373 1.135 -0.631 -0.398
C 0.442 -0.430 1.364 -0.070
C 0.065 -0.229 -1.264 -0.494
C 0.703 0.993 0.873 -0.433
C -0.989 -0.942 -0.460 0.569
H 1.754 1.234 1.075 0.214
H -2.602 -1.891 -0.291 0.343
H 1.192 1.621 -1.172 0.215
H -0.320 -0.134 -2.281 0.248
H 1.250 -1.108 1.050 0.170
H 0.976 -0.841 -1.311 0.218
H 0.375 -0.470 2.455 0.203
H -0.506 1.777 -0.755 0.211
H 0.098 1.691 1.460 0.212
```

Computed properties:
* SMILES string: [H]/N=C1/CCCCO1
* net charge: 0
* energy: -325.9064 a.u.
* highest occupied orbital energy: -9.71 eV
* relative energy (zero: lowest compared OMol25 entry of this formula, charge and spin): 19.6 kcal/mol